one:
12
Properties=species:S:1:pos:R:3:nbo_charge:R:1 method="wB97M-V/def2-TZVPD" lumo_ev=0.6 spin_multiplicity=1 charge=0 smiles=c1cc2conc2[nH]1
C -1.174 -0.307 -1.330 -0.04
C -0.759 -1.082 -0.248 -0.26
C 0.206 -0.351 0.436 -0.23
C 0.869 -0.252 1.683 0.14
C 0.535 0.807 -0.228 0.26
H -0.062 1.552 -1.876 0.41
H -1.802 -0.785 -2.031 0.23
H -1.424 -1.992 0.182 0.24
H 1.057 -1.001 2.497 0.22
N -0.204 0.766 -1.406 -0.55
N 1.232 1.687 0.606 -0.17
O 1.527 0.958 1.715 -0.25

two:
12
Properties=species:S:1:pos:R:3:nbo_charge:R:1 method="wB97M-V/def2-TZVPD" lumo_ev=0.3 spin_multiplicity=1 charge=0 smiles="C=COC(C#N)C#N"
C 2.718 0.215 -0.434 -0.42
C 1.517 -0.535 -0.274 0.04
C -0.480 0.073 0.665 -0.05
C -0.886 1.399 0.004 0.23
C -1.255 -1.038 -0.103 0.23
H 3.253 0.993 0.222 0.24
H 3.251 -0.202 -1.277 0.20
H 1.176 -1.578 -0.856 0.25
H -1.106 0.199 1.566 0.28
N -1.538 2.246 -0.492 -0.26
N -1.816 -2.057 -0.390 -0.26
O 0.902 -0.177 0.921 -0.48

three:
12
Properties=species:S:1:pos:R:3:nbo_charge:R:1 method="wB97M-V/def2-TZVPD" lumo_ev="-0.8 / -0.8" spin_multiplicity=1 charge=0
C -2.313 1.210 -0.969 0.17
C -0.815 -0.794 1.228 -0.22
C -1.847 0.596 0.143 0.11
C -0.075 0.070 0.545 0.41
C 2.132 -0.160 -0.335 -0.28
N -2.635 1.787 -1.909 -0.24
N -2.138 -0.385 0.966 -0.31
O 0.970 0.670 0.044 -0.47
H -0.396 -1.638 1.785 0.22
H 3.140 0.246 -0.256 0.22
H 1.824 -0.460 -1.394 0.20
H 2.152 -1.142 0.151 0.19

Which structure wins on stability? one wins.

one:
11
Properties=species:S:1:pos:R:3:nbo_charge:R:1 method="wB97M-V/def2-TZVPD" lumo_ev=0.7 spin_multiplicity=1 charge=0
C -1.540 0.227 1.106 0.96
C 0.101 -0.786 -0.022 0.64
H 1.709 0.707 -0.673 0.38
H 0.956 1.318 -2.040 0.38
H 1.317 -2.216 0.513 0.39
N 0.912 1.163 -1.026 -0.63
N -0.232 0.357 -0.741 -0.04
N 1.166 -1.438 -0.089 -0.71
O -1.182 1.138 0.075 -0.34
O -2.354 0.452 1.912 -0.53
O -0.854 -0.922 0.984 -0.48

two:
11
Properties=species:S:1:pos:R:3:nbo_charge:R:1 method="wB97M-V/def2-TZVPD" lumo_ev=-0.3 spin_multiplicity=1 charge=0
C 1.769 0.075 -0.142 0.81
C -0.142 0.662 -0.230 0.67
H -2.159 -1.285 -0.050 0.39
H -1.147 -1.135 1.313 0.35
H -0.729 2.347 0.373 0.53
N -1.168 -1.439 0.288 -0.65
N -0.338 -0.730 -0.649 -0.02
N 1.009 1.173 -0.007 -0.58
O 1.159 -1.093 -0.616 -0.35
O 2.897 -0.034 0.080 -0.53
O -1.152 1.458 -0.359 -0.61

Which structure wins on stability? one wins.

one:
11
Properties=species:S:1:pos:R:3:nbo_charge:R:1 method="wB97M-V/def2-TZVPD" lumo_ev=0.3 spin_multiplicity=1 charge=0
C 0.684 0.229 0.221 0.38
C -1.319 -0.226 0.040 0.81
H 2.381 -1.711 -0.162 0.44
H -2.366 -1.900 -0.015 0.51
H 0.203 1.905 0.918 0.38
N 1.981 0.299 0.146 -0.18
N -0.211 -0.850 0.253 -0.58
N -0.018 1.478 -0.144 -0.27
O 2.802 -0.699 -0.253 -0.51
O -2.442 -1.008 -0.075 -0.66
O -1.443 1.106 -0.184 -0.32

two:
11
Properties=species:S:1:pos:R:3:nbo_charge:R:1 method="wB97M-V/def2-TZVPD" lumo_ev=0.5 spin_multiplicity=1 charge=0
C 0.274 -0.235 0.216 0.53
C -0.627 1.505 -0.769 0.17
H -0.133 -1.330 2.155 0.46
H -0.900 2.175 -1.542 0.23
H 0.855 -0.557 -2.482 0.48
N 0.706 -1.409 0.435 -0.19
N -0.934 1.665 0.452 -0.10
N 0.276 0.420 -1.011 -0.17
O 0.610 -1.797 1.751 -0.54
O -0.355 0.564 1.172 -0.36
O -0.010 -0.346 -2.167 -0.51

Which structure wins on stability? two wins.

one:
11
Properties=species:S:1:pos:R:3:nbo_charge:R:1 method="wB97M-V/def2-TZVPD" lumo_ev=0.5 spin_multiplicity=1 charge=0 smiles="Nn1onc(O)c1=O"
C 1.359 -0.423 -0.036 0.35
C 0.250 0.511 -0.109 0.51
H -2.745 0.091 -0.656 0.39
H -2.040 0.839 0.832 0.39
H 2.624 0.947 -0.185 0.51
N -2.085 -0.019 0.179 -0.64
N -0.812 -0.322 -0.223 -0.01
N 0.964 -1.630 -0.003 -0.11
O -0.406 -1.674 0.069 -0.16
O 2.621 -0.034 0.119 -0.62
O 0.270 1.713 0.011 -0.60

two:
11
Properties=species:S:1:pos:R:3:nbo_charge:R:1 method="wB97M-V/def2-TZVPD" lumo_ev=-0.1 spin_multiplicity=1 charge=0 smiles="N#C[C@](N)(O)[N+](=O)[O-]"
C 0.250 -1.056 0.910 0.20
C 0.055 0.152 0.145 0.37
N 0.145 -1.934 1.633 -0.23
N 1.212 0.708 -0.311 -0.81
N -0.689 -0.491 -1.163 0.52
O -0.007 -0.427 -2.127 -0.31
O -1.875 -0.779 -0.998 -0.36
O -0.945 1.014 0.830 -0.68
H 2.003 0.711 0.464 0.41
H 1.270 1.552 -0.846 0.42
H -1.419 0.550 1.463 0.49

Which structure wins on stability? one wins.